This record from the OMol25 dataset describes a molecular structure, C26H33ClN2O2ScTe. The level of theory is ωB97M-V/def2-TZVPD.

E_HOMO (spin up / spin down) = -0.831 / -1.284 eV
Total charge = -1
ΔE to the lowest compared entry with this formula, charge and spin = 0.0 kcal per mole
E = -75091.549 eV
2S+1 = 1

The geometry in XYZ format:
```
66
C26H33ClN2O2ScTe | the OMol25 dataset | ωB97M-V/def2-TZVPD
Sc -0.1619 -0.2194 -0.1502
Cl -2.2006 -1.0346 -0.8840
N 0.3668 -1.9376 1.0668
N -0.2381 1.6197 -1.2873
C 0.9742 -3.0274 0.6041
C 0.0843 1.6728 -2.5786
C -0.2865 -2.3178 2.3480
C -0.4643 -3.8175 2.1504
C -1.5693 -1.5268 2.5700
C 0.6844 -2.0591 3.4996
H -2.2839 -1.7042 1.7570
H -1.3272 -0.4533 2.6221
H -2.0126 -1.8157 3.5345
H 1.5045 -2.7926 3.4849
H 0.1477 -2.1552 4.4526
H 1.1001 -1.0455 3.4095
C -1.1599 2.7550 -1.0233
C -1.7419 2.9886 -2.4116
C -0.3447 3.9704 -0.5887
C -2.1652 2.4132 0.0700
H -2.7305 1.5075 -0.1861
H -2.8544 3.2597 0.2004
H -1.6238 2.2666 1.0185
H 0.2675 4.3497 -1.4198
H 0.3047 3.6914 0.2497
H -1.0305 4.7656 -0.2692
O -0.7378 2.3825 -3.3228
H -1.8471 4.0424 -2.7006
H -2.6987 2.4687 -2.5599
O 0.5430 -4.1602 1.1165
H -1.4580 -4.0766 1.7591
H -0.2446 -4.4321 3.0327
C 2.0596 -3.0143 -0.4138
C 1.2691 0.9996 -3.1792
C 1.1419 -0.4899 -3.0709
H 2.1347 1.3410 -2.5750
H 1.4307 1.3350 -4.2115
C 1.4533 -1.0728 -1.8281
C 1.5352 -2.4711 -1.7068
H 1.8812 -0.4384 -1.0152
C 1.2342 -3.2856 -2.7997
C 0.8489 -2.6876 -3.9985
C 1.3652 -4.7785 -2.7075
C 0.8423 -1.3034 -4.1660
H 0.6252 -3.3238 -4.8596
C 0.5655 -0.7198 -5.5222
H 0.4135 -1.5347 -6.2352
H 1.3942 -0.1097 -5.9001
H -0.3318 -0.0923 -5.5079
H 2.3788 -5.0990 -2.4391
H 1.1314 -5.2214 -3.6791
H 0.6779 -5.1833 -1.9567
H 2.5155 -4.0071 -0.5179
H 2.8316 -2.3303 -0.0075
Te 1.4344 1.2884 1.8083
C 0.3221 2.3951 3.2228
C 0.4033 3.8037 3.1345
C -0.3385 4.5967 4.0161
C -1.1497 4.0028 4.9907
C -1.1936 2.6092 5.1112
C -0.4481 1.7960 4.2451
H 1.0444 4.2456 2.3722
H -0.2740 5.6820 3.9418
H -1.7396 4.6281 5.6626
H -1.8049 2.1508 5.8901
H -0.4494 0.7107 4.3380
```